# C5H7N

C5H7N in the gas phase in a non-equilibrium geometry (the ωB97M-V functional and the def2-TZVPD basis, OMol25).

Positions of all 13 atoms, in Å:
C  0.48  0.22  -0.54
C  -0.11  1.44  0.19
C  -1.55  0.73  0.26
N  -2.33  0.18  -0.55
C  -1.57  -0.70  0.38
C  -0.12  -1.13  -0.01
H  0.23  0.40  -1.65
H  1.50  0.08  -0.37
H  -0.32  2.38  -0.35
H  0.07  1.83  1.21
H  -2.26  -1.10  1.02
H  0.10  -1.92  -0.86
H  0.46  -1.60  0.80

Summary:
Structure (SMILES): C1CC2=N[C@H]2C1
Largest force on an atom in eV/Å: 4.37
Energy above the lowest of the compared OMol25 structures with the same formula, charge and spin in eV: 3.896
E_tot in Ha: -249.3301
Net charge: 0
HOMO-LUMO gap in eV: 9.6

Mulliken population analysis, charges in e, atoms 1 to 6:
1. C -0.6009
2. C -0.5731
3. C 0.4283
4. N -0.6099
5. C -0.3675
6. C -0.6239

=====

# C5H7N

C5H7N in the gas phase in a non-equilibrium geometry (the ωB97M-V functional and the def2-TZVPD basis, OMol25).

Positions of all 13 atoms, in Å:
C  -0.31  -0.97  -1.17
C  -0.82  0.01  -0.11
C  -0.58  0.41  1.33
C  0.40  0.83  0.28
C  1.67  0.15  0.39
N  2.70  -0.37  0.60
H  0.50  -0.44  -1.71
H  -1.06  -1.14  -1.93
H  0.12  -1.90  -0.82
H  -1.67  0.60  -0.48
H  -0.24  -0.24  2.13
H  -1.18  1.24  1.67
H  0.47  1.81  -0.18

Summary:
Structure (SMILES): C[C@H]1C[C@H]1C#N
Largest force on an atom in eV/Å: 2.29
Energy above the lowest of the compared OMol25 structures with the same formula, charge and spin in eV: 2.091
E_tot in Ha: -249.3964
Net charge: 0
HOMO-LUMO gap in eV: 10.9

Mulliken population analysis, charges in e, atoms 1 to 6:
1. C -1.2254
2. C 0.0794
3. C -0.6578
4. C -0.0322
5. C 0.1517
6. N -0.4613

=====

# C5H7N

C5H7N in the gas phase in a non-equilibrium geometry (the ωB97M-V functional and the def2-TZVPD basis, OMol25).

Positions of all 13 atoms, in Å:
C  -1.43  -0.73  0.37
C  -0.24  0.15  -0.09
C  -0.51  1.37  -0.81
N  -0.35  2.43  -1.25
C  1.16  0.49  0.57
C  1.04  -0.54  -0.48
H  -1.12  -1.55  1.02
H  -2.23  -0.18  0.87
H  -1.92  -1.22  -0.50
H  1.28  0.28  1.62
H  1.76  1.36  0.26
H  1.12  -1.56  -0.13
H  1.45  -0.32  -1.46

Summary:
Structure (SMILES): CC1(C#N)CC1
Largest force on an atom in eV/Å: 1.34
Energy above the lowest of the compared OMol25 structures with the same formula, charge and spin in eV: 1.675
E_tot in Ha: -249.4117
Net charge: 0
HOMO-LUMO gap in eV: 10.9

Mulliken population analysis, charges in e, atoms 1 to 6:
1. C -1.3641
2. C 0.9296
3. C 0.1968
4. N -0.5445
5. C -0.6569
6. C -0.5993